C45H48As2CdN7O4 | ωB97M-V with the def2-TZVPD basis set

Positions of all 107 atoms, in Å:
Cd: 0.367 0.232 -1.213
As: -1.968 -2.138 -0.931
As: 0.372 -0.793 1.470
O: -1.445 0.866 -0.480
O: -3.275 1.917 -1.187
O: 3.176 3.069 -1.208
O: 4.508 0.712 -2.138
N: 1.978 -1.577 -1.210
N: 2.259 1.055 -1.832
N: 0.667 4.641 2.588
N: -0.984 0.119 -3.158
N: -2.227 0.542 -2.620
N: 0.676 3.197 0.553
N: 0.023 2.751 -2.429
C: -2.185 -4.633 -2.628
C: -4.493 -3.646 -0.435
C: 3.295 -0.700 1.665
C: 4.557 -1.087 2.086
C: -1.656 -3.060 0.847
C: 0.076 1.146 5.259
C: 0.888 4.571 0.152
C: 1.738 3.620 2.729
C: 0.677 4.889 -4.090
C: -0.658 3.979 2.457
C: -0.676 -5.153 -4.426
C: 4.332 -1.946 -1.384
C: 2.306 -2.260 3.179
C: -0.647 4.545 -3.864
C: 4.694 -2.065 3.056
C: 1.289 3.118 -2.606
C: 0.053 -4.014 -4.133
C: -1.291 1.287 5.442
C: -1.793 -5.461 -3.669
C: -0.296 0.034 3.145
C: -6.149 -1.608 -1.295
C: -1.668 0.204 3.328
C: -6.699 -2.795 -0.842
C: -4.773 -1.456 -1.351
C: 2.899 -3.720 -0.705
C: -0.463 -2.609 1.703
C: -0.919 3.470 -3.032
C: 2.352 2.407 -1.822
C: -2.320 1.178 -1.342
C: -0.604 3.063 1.211
C: 1.662 4.174 -3.431
C: 2.150 -1.299 2.183
C: 3.204 -1.131 -1.470
C: 0.570 0.535 4.116
C: -5.866 -3.815 -0.416
C: 3.397 0.321 -1.830
C: 0.933 5.489 1.398
C: -0.340 -3.195 -3.087
C: -1.459 -3.493 -2.306
C: 3.564 -2.638 3.617
C: -3.921 -2.469 -0.918
C: 4.176 -3.264 -1.002
C: 1.836 -2.844 -0.837
C: 1.744 2.775 1.432
C: -2.162 0.825 4.465
H: -0.755 -2.677 2.761
H: -0.380 -5.787 -5.248
H: -1.453 5.094 -4.326
H: 3.657 -3.376 4.402
H: -3.866 -4.443 -0.052
H: -0.850 3.400 3.363
H: -7.770 -2.921 -0.805
H: 1.597 1.717 1.674
H: -1.424 4.753 2.361
H: 2.707 4.416 -3.535
H: 5.026 -3.925 -0.928
H: 1.643 0.411 3.997
H: -2.371 -6.344 -3.897
H: -4.350 -0.525 -1.709
H: -1.586 -4.143 0.703
H: 5.675 -2.378 3.381
H: -1.674 1.742 6.345
H: 0.077 4.865 -0.514
H: -2.582 -2.869 1.401
H: -2.873 0.953 -3.290
H: 1.511 2.999 3.600
H: 1.913 5.956 1.513
H: 0.246 -2.304 -2.873
H: -1.940 3.189 -2.812
H: -6.286 -4.745 -0.052
H: 0.763 1.519 6.005
H: 0.817 -3.174 -0.662
H: 2.689 2.879 0.893
H: 5.298 -1.520 -1.611
H: -0.617 0.789 -3.843
H: 2.726 -4.733 -0.382
H: 1.828 4.622 -0.401
H: 2.688 4.135 2.886
H: -1.123 -0.775 -3.636
H: -1.393 3.306 0.499
H: 5.433 -0.624 1.655
H: -3.228 0.955 4.589
H: -3.074 -4.888 -2.066
H: -0.744 2.018 1.494
H: 0.175 6.272 1.350
H: 1.432 -2.714 3.630
H: 0.382 -3.291 1.555
H: -6.789 -0.791 -1.593
H: 0.658 5.232 3.423
H: 0.930 5.704 -4.751
H: -2.347 -0.162 2.564
H: 3.203 0.078 0.912
H: 0.921 -3.759 -4.725

Values from the calculation:
2S+1: 1
max |F|: 1.58 eV/Å
E_tot: -7066.94947 Ha
LUMO energy: -2.3 eV
ΔE to the lowest compared entry with this formula, charge and spin: 19.6 kcal per mole
total charge: +1

=====

C11H16 | ωB97M-V with the def2-TZVPD basis set

Positions of all 27 atoms, in Å:
C: 0.466 3.300 1.100
C: 1.884 2.844 0.473
C: -2.437 -2.941 -1.234
C: 0.176 -2.240 -0.624
C: -0.864 -1.660 0.145
C: -0.059 -3.041 -1.725
C: -0.364 2.060 0.834
C: 0.527 0.723 0.927
C: 1.763 1.295 0.446
C: -2.178 -2.031 -0.195
C: -1.366 -3.418 -2.062
H: -1.606 -4.044 -2.919
H: 0.815 -3.411 -2.220
H: -3.429 -3.192 -1.383
H: 1.216 -2.063 -0.362
H: 0.568 0.189 1.959
H: 0.185 -0.018 0.132
H: -0.696 -0.931 0.981
H: -1.163 2.043 1.492
H: -0.696 2.218 -0.247
H: 0.639 3.359 2.177
H: 0.062 4.183 0.777
H: 2.719 0.780 1.098
H: 2.751 3.328 0.990
H: -2.957 -1.696 0.480
H: 2.228 1.032 -0.521
H: 1.817 3.334 -0.521

Values from the calculation:
SMILES string: c1ccccc1.C1CCCC1
2S+1: 1
max |F|: 8.03 eV/Å
E_tot: -428.63855 Ha
LUMO energy: 1.0 eV
ΔE to the lowest compared entry with this formula, charge and spin: 22.6 kcal per mole

=====

C26H18Cl2NO2S4Ti | ωB97M-V with the def2-TZVPD basis set

Positions of all 54 atoms, in Å:
Ti: 0.309 -0.374 -0.790
Cl: -3.511 1.913 -2.541
Cl: -2.695 -0.062 -7.493
S: -0.509 -2.714 -1.388
S: 1.318 -1.391 1.015
S: -2.181 -0.754 0.288
S: 2.480 1.151 -0.797
O: -0.847 0.693 -1.944
O: 1.125 -0.859 -2.572
N: -0.316 1.455 0.613
C: 0.747 -0.719 -3.803
C: -2.543 1.015 -3.585
C: 2.525 -0.228 1.601
C: -1.929 0.091 1.887
C: -1.089 1.256 1.711
C: 3.917 0.556 3.466
C: -1.389 -5.010 1.712
C: -2.173 0.152 -5.867
C: 0.476 2.526 0.511
C: 4.063 1.657 1.365
C: -1.300 0.562 -3.175
C: 4.477 1.569 2.692
C: -0.146 3.276 2.679
C: 1.396 2.635 -0.649
C: 0.556 3.479 1.501
C: 3.039 0.830 0.808
C: -0.912 -0.247 -5.506
C: -3.040 0.655 -4.852
C: -1.013 2.187 2.790
C: -1.184 -3.258 0.094
C: -0.410 -0.033 -4.191
C: 2.954 -0.291 2.923
C: -2.061 -4.131 2.574
C: -0.899 -4.569 0.496
C: -1.942 -2.393 0.896
C: -2.347 -2.799 2.165
H: -2.967 0.414 2.169
H: -1.128 -6.021 2.053
H: -2.825 -2.134 2.858
H: 2.038 3.562 -0.559
H: -0.275 -5.231 -0.167
H: 5.149 2.388 3.040
H: -4.064 0.979 -5.091
H: -0.189 -0.466 -6.329
H: 1.208 4.318 1.322
H: 0.842 2.738 -1.611
H: -2.359 -4.421 3.580
H: -1.470 -0.568 2.648
H: 1.480 -1.093 -4.549
H: 2.424 -0.951 3.563
H: 4.519 2.390 0.706
H: 4.240 0.256 4.506
H: 0.038 3.930 3.500
H: -1.606 2.084 3.723

Values from the calculation:
2S+1: 1
max |F|: 3.69 eV/Å
E_tot: -4569.31907 Ha
LUMO energy: -4.0 eV
total charge: +1

=====

C3H3I2N | ωB97M-V with the def2-TZVPD basis set

Positions of all 9 atoms, in Å:
I: 1.309 -1.727 -1.283
I: -2.051 1.099 1.188
N: 1.699 1.769 0.993
C: -0.247 0.182 0.452
C: -0.350 -0.417 -0.890
C: 0.820 1.043 0.858
H: -1.129 -1.165 -1.106
H: -0.452 0.414 -1.537
H: 0.401 -1.199 1.326

Values from the calculation:
2S+1: 1
max |F|: 5.33 eV/Å
E_tot: -766.12835 Ha
LUMO energy: -0.8 eV
ΔE to the lowest compared entry with this formula, charge and spin: 61.4 kcal per mole

=====

C6H15O3 | ωB97M-V with the def2-TZVPD basis set

Positions of all 24 atoms, in Å:
O: -1.519 -0.776 3.325
O: -2.538 -0.684 0.999
O: 1.090 -1.423 3.318
C: -0.850 0.821 0.100
C: -0.292 1.036 -1.360
C: -1.562 -0.615 0.135
C: 3.061 0.505 -3.262
C: 1.626 0.881 -2.965
C: 1.019 0.518 -1.828
H: 3.582 0.109 -2.304
H: -1.634 1.595 0.303
H: 3.548 1.472 -3.340
H: -1.953 -0.790 2.257
H: 1.215 1.670 -3.600
H: 0.063 -1.195 3.327
H: -1.948 -0.585 -0.881
H: -0.776 -1.367 0.331
H: -1.367 0.167 3.266
H: 1.718 -0.038 -1.194
H: 1.433 -0.861 2.715
H: -0.009 1.072 0.796
H: -0.188 2.154 -1.450
H: 3.130 -0.161 -4.137
H: -1.090 0.953 -2.138

Values from the calculation:
2S+1: 1
max |F|: 5.04 eV/Å
E_tot: -463.28832 Ha
LUMO energy: 3.3 eV
ΔE to the lowest compared entry with this formula, charge and spin: 37.2 kcal per mole
total charge: -1

=====

C26H29NO3 | ωB97M-V with the def2-TZVPD basis set

Positions of all 59 atoms, in Å:
O: -2.278 1.324 -2.377
O: 0.386 2.674 -1.517
O: -0.569 4.247 -0.195
N: 2.020 -0.570 2.605
C: 2.294 -2.974 3.240
C: -1.215 -2.543 -3.319
C: 0.957 -3.394 -2.727
C: 1.412 0.120 1.615
C: 0.663 -3.434 0.968
C: -0.344 -4.616 -4.466
C: 1.494 1.574 1.531
C: -3.707 1.037 -0.424
C: 0.785 -0.799 0.717
C: 0.070 -1.431 -1.561
C: -0.507 3.015 -0.752
C: 1.109 -2.373 -1.805
C: 1.812 -1.940 2.447
C: -3.622 1.695 0.960
C: -2.400 2.643 0.932
C: -1.602 2.188 -0.234
C: 1.163 -4.504 1.730
C: -2.448 1.484 -1.171
C: 0.326 6.413 0.130
C: 1.026 -2.130 1.290
C: 1.971 -4.285 2.860
C: -1.046 -1.495 -2.432
C: -0.207 -3.494 -3.490
C: 0.284 5.239 -0.809
C: 2.734 0.035 3.716
C: 0.169 -0.475 -0.486
H: 0.826 2.070 2.254
H: 1.741 -4.142 -2.846
H: -1.839 2.628 1.877
H: -0.153 5.512 -1.778
H: 3.579 0.637 3.362
H: -2.763 3.681 0.797
H: 3.108 -0.763 4.360
H: 1.191 1.871 0.531
H: -3.768 -0.060 -0.359
H: 2.069 0.686 4.298
H: 2.346 -5.135 3.436
H: -0.280 -5.583 -3.954
H: -0.139 0.550 -0.668
H: 0.927 -5.527 1.429
H: 0.766 6.125 1.091
H: 0.944 7.201 -0.303
H: -4.547 2.236 1.197
H: -0.012 -3.600 0.132
H: 0.459 -4.586 -5.210
H: 2.519 1.926 1.712
H: -3.463 0.939 1.736
H: -2.130 -2.634 -3.908
H: -0.675 6.820 0.309
H: 2.917 -2.755 4.104
H: 1.284 4.818 -0.962
H: -1.791 -0.700 -2.409
H: -4.587 1.395 -0.974
H: 2.041 -2.286 -1.244
H: -1.301 -4.555 -4.982

Values from the calculation:
2S+1: 1
max |F|: 1.87 eV/Å
E_tot: -1288.56237 Ha
LUMO energy: -1.6 eV
ΔE to the lowest compared entry with this formula, charge and spin: 52.2 kcal per mole

=====

Which value of max |F| does entry 4 give? 5.33 eV/Å